A 17-piece molecular cluster, C25H84N2O17 overall in a non-equilibrium geometry. Source: the OMol25 dataset; level of theory: ωB97M-V with the def2-TZVPD basis set.

Each line ends with the Löwdin charge.
CARTESIAN COORDINATES (ANGSTROEM)
C -10.7529 -19.1968 -11.5754  -0.06
C -10.0282 -19.1661 -12.9123  -0.33
O -9.2856 -18.0073 -13.1630  -0.09
H -11.3468 -18.2930 -11.4099  0.08
H -10.1218 -19.2835 -10.7007  0.05
H -11.4243 -20.0205 -11.5669  0.05
H -10.7496 -19.3046 -13.7280  0.12
H -9.5258 -20.1027 -13.0640  0.07
H -8.4226 -18.0039 -12.6853  0.04
C -5.4437 -14.3094 -11.4693  -0.06
C -5.8408 -13.6013 -10.1788  -0.35
O -5.6063 -14.3688 -9.1058  -0.10
H -5.9325 -15.2191 -11.8067  0.06
H -4.3572 -14.3534 -11.5277  0.09
H -5.7088 -13.5998 -12.2581  0.09
H -6.8982 -13.3657 -10.1581  0.11
H -5.3161 -12.6877 -10.0462  0.11
H -6.1011 -14.0162 -8.2831  0.16
C -8.5924 -14.8771 -12.7948  -0.09
C -10.1047 -14.9427 -12.7161  -0.32
O -10.6723 -13.6581 -12.5236  -0.07
H -8.1724 -15.8819 -13.0091  0.06
H -8.1873 -14.4241 -11.9351  0.03
H -8.3788 -14.2388 -13.6250  0.07
H -10.4017 -15.6245 -11.9238  0.10
H -10.5373 -15.3444 -13.6554  0.12
H -10.3012 -13.1000 -13.1901  0.06
C -5.7625 -21.8712 -8.9538  -0.07
C -4.4672 -21.1816 -8.5888  -0.37
O -3.3916 -22.0367 -8.5408  -0.07
H -5.8362 -22.4060 -9.9553  0.09
H -6.5916 -21.1621 -9.1308  0.05
H -6.0011 -22.4932 -8.1770  0.04
H -4.4964 -20.6483 -7.5961  0.12
H -4.3354 -20.3954 -9.3221  0.08
H -2.6477 -21.5503 -8.1076  0.12
C -6.3322 -20.0439 -12.5812  -0.08
C -6.7241 -19.3298 -11.3887  -0.34
O -6.9368 -18.0335 -11.7674  -0.12
H -7.1813 -20.0805 -13.2623  0.07
H -6.1293 -21.0576 -12.3760  0.06
H -5.4777 -19.6560 -13.0723  0.06
H -6.0081 -19.3871 -10.5426  0.11
H -7.7126 -19.7710 -11.0475  0.12
H -6.3192 -17.5550 -11.1503  0.05
C -7.3512 -25.7983 -12.5461  -0.07
C -6.4147 -24.6827 -12.9717  -0.33
O -5.9115 -24.9142 -14.2356  -0.09
H -6.8195 -26.7381 -12.5114  0.08
H -8.1596 -25.9749 -13.2549  0.07
H -7.8738 -25.5860 -11.6750  0.05
H -5.6959 -24.4988 -12.1135  0.13
H -6.9925 -23.7256 -12.9738  0.10
H -6.5826 -25.3454 -14.8026  0.11
C -8.9199 -22.6092 -10.6550  -0.06
C -10.1947 -23.2809 -11.1043  -0.35
O -10.7393 -24.0808 -10.1414  -0.04
H -8.0966 -23.2748 -10.4380  0.07
H -9.0484 -21.9791 -9.7177  0.09
H -8.7254 -21.9789 -11.4209  0.01
H -10.0739 -23.8679 -12.0543  0.11
H -10.9123 -22.4844 -11.2452  0.10
H -11.6261 -24.2669 -10.3620  0.06
C -4.3662 -20.6917 -15.1358  -0.07
C -4.9727 -22.0929 -15.1742  -0.30
O -4.0304 -23.0724 -14.7446  -0.10
H -3.7875 -20.4999 -15.9908  0.06
H -3.7604 -20.4679 -14.2628  0.04
H -5.1968 -19.9298 -15.1801  0.06
H -5.3477 -22.3508 -16.1712  0.11
H -5.8500 -22.0626 -14.5212  0.08
H -4.4760 -23.9303 -14.9036  0.06
C -9.0537 -19.5646 -7.3795  -0.64
O -8.4162 -19.8078 -8.5803  -0.13
N -9.7304 -18.4869 -7.1664  0.18
N -9.2823 -20.4733 -6.4958  0.14
H -9.6172 -17.7055 -7.8057  0.05
H -10.3920 -18.3850 -6.3605  0.15
H -8.8079 -21.4428 -6.6265  0.17
H -9.2876 -20.1444 -5.5010  0.14
C -4.1127 -17.1829 -10.8187  -0.13
O -5.2601 -16.9839 -10.0418  -0.13
H -3.9717 -18.2650 -10.9994  0.09
H -3.2677 -16.7764 -10.3798  0.07
H -4.1957 -16.6760 -11.7685  0.06
H -5.3961 -16.0446 -9.8465  0.04
C -5.9391 -16.9960 -14.5741  -0.15
O -4.9391 -17.0718 -15.5689  -0.13
H -6.4612 -17.9333 -14.6759  0.06
H -6.5996 -16.1276 -14.7101  0.08
H -5.5291 -16.8749 -13.5786  0.05
H -5.3307 -17.3565 -16.4322  0.09
C -8.6564 -16.5264 -9.5729  -0.10
O -9.3910 -16.1791 -8.4134  -0.14
H -8.8812 -17.5554 -9.8990  0.09
H -7.7148 -16.5710 -9.1425  0.04
H -8.6093 -15.7762 -10.3410  0.07
H -8.9813 -15.3697 -8.0266  0.12
C -8.9647 -23.2435 -14.8528  -0.13
O -8.5415 -22.0114 -14.3005  -0.16
H -9.6317 -23.0457 -15.7301  0.09
H -9.5099 -23.7623 -14.1034  0.04
H -8.0440 -23.8397 -15.1797  0.09
H -8.1010 -21.4534 -14.9761  0.04
C -6.2370 -17.3136 -6.7992  -0.12
O -5.9270 -18.5799 -7.4808  -0.13
H -5.8651 -17.2970 -5.7472  0.09
H -7.3362 -17.1148 -6.7887  0.06
H -5.9830 -16.4718 -7.4578  0.05
H -6.7000 -18.8239 -7.9936  0.01
C -3.4668 -22.0576 -11.5692  -0.20
O -3.3402 -23.3507 -11.0576  -0.10
H -4.2918 -21.3774 -11.3864  0.04
H -3.3546 -22.0442 -12.6272  0.05
H -2.6842 -21.3610 -11.1512  0.09
H -3.3612 -23.9670 -11.8405  0.10
C -2.0725 -18.7213 -12.9502  -0.19
O -1.3962 -18.1402 -11.8980  -0.13
H -1.2171 -18.9351 -13.6531  0.10
H -2.8493 -18.1009 -13.4524  0.09
H -2.5454 -19.6428 -12.6101  0.04
H -0.8334 -18.7904 -11.4569  0.09
C -8.4761 -19.6440 -16.1874  -0.12
O -7.2913 -20.3216 -16.5893  -0.12
H -8.4593 -19.3907 -15.1521  0.04
H -9.3105 -20.2700 -16.4544  0.09
H -8.4623 -18.7149 -16.7545  0.10
H -6.8118 -19.7410 -17.1543  0.06

**Relative energy (zero: lowest compared OMol25 entry of this formula, charge and spin)**: 19.4 kJ/mol
**E_tot**: -65066.36789 eV
**Gap between HOMO and LUMO**: 8.95 eV

A 2-piece molecular cluster, C3H7NO2 overall in a non-equilibrium geometry. Source: the OMol25 dataset; level of theory: ωB97M-V with the def2-TZVPD basis set.

Each line ends with the Löwdin charge.
CARTESIAN COORDINATES (ANGSTROEM)
C -0.2758 0.4675 -0.9199  -0.14
C 0.9863 -1.0706 0.3155  0.09
C 0.1434 1.2109 0.1999  -0.50
N -1.4608 -0.3226 -0.9395  0.04
O -0.1840 0.4360 1.4493  -0.09
O 0.8598 2.1888 0.3242  0.08
H 0.4999 0.5404 2.1299  0.10
H 0.0776 0.8282 -1.8774  0.13
H -1.9149 -0.4073 -0.0366  0.09
H -2.1272 0.0037 -1.6299  0.08
H 1.9393 -0.6020 0.0967  0.05
H 0.4787 -1.7139 -0.3944  0.03
H 0.9778 -1.5590 1.2821  0.03

**Relative energy (zero: lowest compared OMol25 entry of this formula, charge and spin)**: 493.8 kJ/mol
**E_tot**: -8805.41088 eV
**Gap between HOMO and LUMO (alpha / beta)**: 8.26 / 7.51 eV

A 2-piece molecular cluster, C4H13N2 overall in a non-equilibrium geometry. Source: the OMol25 dataset; level of theory: ωB97M-V with the def2-TZVPD basis set.

Each line ends with the Löwdin charge.
CARTESIAN COORDINATES (ANGSTROEM)
C -2.5416 0.4164 0.0511  -0.15
N -1.9519 1.1345 -1.1011  0.07
C -1.4768 -0.6425 0.5624  -0.19
N -0.4196 0.1463 0.9254  0.36
C 2.4965 -0.9093 0.2890  -0.17
C 2.4462 0.1552 -0.7997  -0.17
H -2.8070 1.1012 0.8518  0.12
H -3.4328 -0.1466 -0.2205  0.14
H -0.9752 1.2916 -0.9052  0.05
H -2.4214 2.0331 -1.2435  0.11
H -1.9844 -1.2368 1.3300  0.15
H -1.1944 -1.3295 -0.2450  0.17
H 2.6153 -0.4648 1.2841  0.06
H -0.4158 0.2733 1.9560  0.15
H 1.5008 -1.3929 0.3488  0.04
H 3.2972 -1.6370 0.2039  0.08
H 1.8165 1.0036 -0.5440  0.04
H 3.4580 0.4706 -1.0441  0.07
H 1.9905 -0.2665 -1.6993  0.07

**Relative energy (zero: lowest compared OMol25 entry of this formula, charge and spin)**: 617.0 kJ/mol
**E_tot**: -7327.09293 eV
**Charge**: +1
**Gap between HOMO and LUMO**: 5.63 eV